Record 1
Density functional theory data (ωB97M-V/def2-TZVPD) for a structure of composition C6H8N.

CARTESIAN COORDINATES (ANGSTROEM)
C -1.6363 1.1971 0.1396
C -2.4060 0.2011 0.0141
C -0.3006 0.8214 0.0972
C -1.6702 -1.0075 -0.0103
C 1.3093 1.9368 -0.0154
C 0.8365 -1.3095 0.0199
N -0.2720 -0.4868 -0.0434
H -1.8705 -1.5514 0.9038
H -1.9898 -1.6674 -0.9527
H 1.1083 2.9952 0.3314
H 1.4242 1.8402 -1.0996
H 2.1850 1.6590 0.5814
H 0.5153 -2.2233 -0.2525
H 1.2105 -1.3897 0.9744
H 1.5563 -1.0152 -0.6880

## Properties
- ΔE to the lowest compared entry with this formula, charge and spin: 187.6 kcal per mole
- E: -287.657254 Eh
- Total charge: +1
- Gap between HOMO and LUMO (spin up / spin down): 9.5 / 9.3 eV

---

Record 2
Density functional theory data (ωB97M-V/def2-TZVPD) for a cluster of 2 separate species, C6H8N in total.

CARTESIAN COORDINATES (ANGSTROEM)
C -1.6704 1.4659 0.4450
C 1.7867 1.8141 -0.6131
C -2.0573 0.4831 -0.1433
C 1.2156 0.8124 -0.2600
C 0.5139 -1.1709 1.1677
C 0.6518 -0.5112 -0.1363
N 0.3561 -1.1318 -1.2868
H -1.6010 2.4707 0.8036
H 1.9473 2.8130 -0.8428
H -0.5315 -1.1498 1.5532
H 1.1235 -0.6912 1.9679
H 0.6180 -2.2878 0.9835
H 0.4871 -0.6243 -2.1308
H -2.3588 -0.4385 -0.3236
H -0.4811 -1.8537 -1.1843

## Properties
- ΔE to the lowest compared entry with this formula, charge and spin: 138.7 kcal per mole
- E: -287.735130 Eh
- Total charge: +1
- Gap between HOMO and LUMO: 8.8 eV

---

> Look up the total charge of the first one.

+1